1.
Below is a cluster of 7 separate species, C56H73B2F6N3O7 in total at a distorted geometry, with properties calculated with ωB97M-V/def2-TZVPD.

CARTESIAN COORDINATES (ANGSTROEM)
C: 2.0319 4.2768 3.3904
O: 3.1825 3.6637 2.8639
C: 3.3281 3.8262 1.4514
C: 3.8185 2.5192 0.8673
C: 4.3728 2.6554 -0.5447
C: 3.4207 3.3058 -1.5569
C: 1.9712 2.8001 -1.5395
C: 1.6579 1.7588 -2.6220
C: 0.2786 1.1403 -2.3903
C: -0.0312 -0.2815 -2.9193
C: 0.5039 -1.4357 -2.0769
C: 1.9843 -1.4494 -1.6766
C: 2.3353 -0.5338 -0.4881
C: 2.3265 -2.8976 -1.2807
O: -1.4254 -0.4116 -3.2480
C: -2.5125 -0.5447 -2.3586
C: -2.6370 0.4775 -1.2088
B: -2.1353 0.0806 0.2428
O: -3.0116 -0.5096 1.1649
O: -0.8592 0.2878 0.6452
N: -3.7059 -0.2204 -3.2879
C: -3.7389 -0.8618 -4.3203
O: -3.7676 -1.4697 -5.3046
B: -2.8908 -2.0230 -1.8198
C: -4.3149 -2.2651 -1.1872
O: -2.0224 -3.0875 -1.9538
C: 0.5973 -0.4086 -4.3374
N: 0.1928 0.7446 -5.1420
N: 0.2127 -1.7018 -4.9256
C: 1.0188 -2.1112 -6.0509
O: 1.3751 -3.4770 -6.0034
C: 0.2337 -4.3010 -5.9743
H: 1.8203 3.8102 4.3534
H: 2.1950 5.3423 3.5853
H: 1.1609 4.1275 2.7550
H: 4.0386 4.6384 1.2752
H: 2.3596 4.0827 1.0192
H: 3.0058 1.7977 0.9291
H: 4.6096 2.1421 1.5171
H: 4.7179 1.6811 -0.8894
H: 5.2579 3.2922 -0.4792
H: 3.8160 3.1239 -2.5568
H: 3.4143 4.3822 -1.3916
H: 1.6583 2.4377 -0.5625
H: 1.3265 3.6551 -1.7554
H: 1.6047 2.3129 -3.5569
H: 2.4708 1.0436 -2.7377
H: -0.4520 1.7758 -2.8880
H: 0.0246 1.1749 -1.3355
H: 0.3233 -2.3379 -2.6525
H: -0.0672 -1.5637 -1.1547
H: 2.6545 -1.2236 -2.5040
H: 1.6225 0.2663 -0.3416
H: 2.4550 -1.1111 0.4260
H: 3.3033 -0.0642 -0.6708
H: 1.9662 -3.5977 -2.0346
H: 3.4036 -3.0353 -1.2012
H: 1.8643 -3.1603 -0.3300
H: -2.2061 1.4356 -1.4931
H: -3.7049 0.6597 -1.1055
H: -3.6362 0.1315 1.5180
H: -0.7372 0.0466 1.5709
H: -4.8233 -1.3051 -1.1219
H: -4.8987 -2.8599 -1.8909
H: -4.2607 -2.7316 -0.2079
H: -1.6684 -3.3959 -1.1132
H: 1.6790 -0.4423 -4.2792
H: -0.7779 0.6517 -5.4062
H: 0.7642 0.8208 -5.9720
H: -0.7673 -1.6778 -5.1669
H: 1.9347 -1.5327 -6.1055
H: 0.4561 -1.9640 -6.9845
H: -0.5589 -3.9019 -6.6149
H: 0.4834 -5.2987 -6.3273
H: -0.1466 -4.3947 -4.9558
F: 0.6730 -7.0341 -3.4479
C: -0.2768 -7.8380 -3.9673
C: -1.4684 -7.2812 -4.3830
C: -2.4421 -8.1102 -4.9202
C: -2.2191 -9.4754 -5.0243
C: -1.0126 -10.0129 -4.5953
C: -0.0277 -9.1925 -4.0646
H: -1.6288 -6.2149 -4.2862
H: -3.3794 -7.6847 -5.2523
H: -2.9838 -10.1194 -5.4365
H: -0.8363 -11.0773 -4.6713
H: 0.9206 -9.5903 -3.7295
F: -0.5211 5.0554 1.1614
C: -1.5821 5.4614 1.8935
C: -1.4227 5.6814 3.2479
C: -2.5169 6.1012 3.9885
C: -3.7471 6.2881 3.3708
C: -3.8831 6.0580 2.0088
C: -2.7927 5.6433 1.2570
H: -0.4600 5.5248 3.7151
H: -2.4025 6.2853 5.0439
H: -4.5991 6.6131 3.9526
H: -4.8405 6.2015 1.5262
H: -2.8728 5.4650 0.1929
F: -3.9560 -9.5247 -1.0025
C: -4.4788 -8.2831 -1.0317
C: -5.8048 -8.1069 -0.6888
C: -6.3361 -6.8246 -0.7174
C: -5.5436 -5.7467 -1.0880
C: -4.2169 -5.9492 -1.4416
C: -3.6762 -7.2259 -1.4078
H: -6.4042 -8.9612 -0.4043
H: -7.3704 -6.6684 -0.4425
H: -5.9626 -4.7503 -1.1059
H: -3.5969 -5.1134 -1.7402
H: -2.6403 -7.3961 -1.6711
F: -1.2157 5.8339 6.6486
C: -0.1073 5.8686 7.4281
C: -0.2253 5.5686 8.7685
C: 0.9154 5.5991 9.5573
C: 2.1425 5.9312 8.9999
C: 2.2319 6.2318 7.6481
C: 1.0989 6.1996 6.8482
H: -1.1939 5.3169 9.1802
H: 0.8493 5.3612 10.6094
H: 3.0280 5.9543 9.6201
H: 3.1863 6.4928 7.2116
H: 1.1464 6.4259 5.7911
F: 1.4771 4.3081 12.9565
C: 0.4267 4.7088 13.7036
C: 0.6066 4.9146 15.0558
C: -0.4787 5.3293 15.8136
C: -1.7169 5.5263 15.2174
C: -1.8717 5.3109 13.8554
C: -0.7920 4.9013 13.0871
H: 1.5787 4.7503 15.5004
H: -0.3553 5.4996 16.8744
H: -2.5595 5.8477 15.8143
H: -2.8351 5.4613 13.3876
H: -0.8904 4.7301 12.0237
F: 4.1021 0.1443 -7.1362
C: 4.6574 -0.8200 -7.9061
C: 4.2727 -2.1285 -7.7053
C: 4.8364 -3.1180 -8.4959
C: 5.7747 -2.7865 -9.4640
C: 6.1470 -1.4610 -9.6442
C: 5.5841 -0.4620 -8.8630
H: 3.5486 -2.3633 -6.9401
H: 4.5392 -4.1479 -8.3536
H: 6.2150 -3.5605 -10.0778
H: 6.8798 -1.2013 -10.3961
H: 5.8549 0.5775 -8.9901

Kohn-Sham gap = 0.319 Ha
spin multiplicity = 1
molar mass = 1035.83 u
highest occupied orbital energy = -8.58 eV
LUMO = 0.111 eV
DFT total energy = -95718.6932 eV

---

2.
Below is a structure of composition C56H77AsBN9PRbS4 at a distorted geometry, with properties calculated with ωB97M-V/def2-TZVPD.

CARTESIAN COORDINATES (ANGSTROEM)
Rb: -0.7891 1.6136 -0.0522
C: -0.4157 7.0457 -0.0087
C: 0.8048 7.4143 -0.8556
C: 1.4870 8.6244 -0.2141
C: 0.3985 7.7744 -2.2899
N: 1.7235 6.2771 -0.9130
C: 3.0639 6.3029 -0.6017
C: 3.5778 5.0892 -0.8912
N: 2.5821 4.3031 -1.3934
B: 2.7183 2.7622 -1.5953
N: 2.0708 2.4666 -2.9733
C: 2.3279 3.3244 -4.0080
C: 1.5540 2.9806 -5.0534
N: 0.7972 1.8897 -4.6802
C: 1.1403 1.5833 -3.3909
S: 0.6389 0.2651 -2.4920
C: -0.1635 1.3072 -5.6215
C: 0.6314 0.6220 -6.7423
C: -1.1005 0.2926 -4.9709
C: -1.0326 2.4403 -6.1911
N: 2.1445 2.2530 -0.3232
C: 3.0590 0.0184 -0.1323
C: 3.4629 -0.6448 1.1504
N: 2.8686 0.0737 2.2275
C: 2.4165 1.2494 1.7375
S: 1.8207 2.5750 2.5295
C: 2.8718 -0.4712 3.5854
C: 2.6179 0.5842 4.6611
C: 4.2604 -1.0706 3.8448
C: 1.7744 -1.5427 3.6733
C: 1.4450 5.0259 -1.3900
S: -0.0448 4.4959 -1.9461
H: -1.0547 7.9150 0.1215
H: -0.0967 6.6940 0.9696
H: -0.9820 6.2621 -0.5013
H: 0.7894 9.4584 -0.2146
H: 2.3690 8.9283 -0.7725
H: 1.7660 8.4185 0.8168
H: -0.2849 8.6199 -2.2896
H: -0.0900 6.9271 -2.7641
H: 1.2816 8.0371 -2.8705
H: 3.5515 7.1632 -0.2005
H: 4.5752 4.7171 -0.7796
H: 3.8815 2.4671 -1.6385
H: 3.0310 4.1268 -3.9150
H: 1.4736 3.4384 -6.0154
H: 1.2238 -0.1925 -6.3318
H: 1.3040 1.3240 -7.2303
H: -0.0497 0.2186 -7.4872
H: -0.5396 -0.5236 -4.5256
H: -1.7676 -0.1089 -5.7329
H: -1.6977 0.7768 -4.1987
H: -0.4776 3.0858 -6.8651
H: -1.4297 3.0439 -5.3781
H: -1.8651 2.0146 -6.7455
H: 2.6090 -0.4367 -1.0066
H: 3.5059 -1.7189 1.2488
H: 3.3263 1.4031 4.5740
H: 2.7409 0.1195 5.6374
H: 1.6134 0.9892 4.5962
H: 5.0201 -0.3210 3.6330
H: 4.4535 -1.9417 3.2259
H: 4.3429 -1.3664 4.8872
H: 0.8132 -1.1043 3.4016
H: 1.7079 -1.9201 4.6911
H: 1.9867 -2.3764 3.0080
C: -1.6480 3.2528 3.5289
C: -1.3720 4.2876 2.4269
N: -1.9079 3.8612 1.1495
C: -3.2770 4.2196 0.8677
C: -4.3099 3.3511 1.5895
S: -4.0229 1.5456 1.4669
C: -3.7199 1.0414 3.1999
C: -2.2383 0.8719 3.5593
N: -1.4279 1.9218 2.9951
H: -2.6790 3.3349 3.8659
H: -1.0018 3.4775 4.3911
H: -0.2897 4.3745 2.3255
H: -1.7771 5.2622 2.7460
H: -1.3202 4.2201 0.4022
H: -3.4311 4.1169 -0.2111
H: -3.4982 5.2692 1.1441
H: -5.2887 3.5257 1.1399
H: -4.3649 3.6006 2.6450
H: -4.2347 0.0886 3.3267
H: -4.2143 1.7755 3.8334
H: -1.8898 -0.0806 3.1448
H: -2.1736 0.8077 4.6632
H: -0.4359 1.7079 3.0603
C: -1.7436 -2.7731 1.5827
C: -2.1933 -4.1469 1.1094
As: -2.2269 -5.4235 2.6417
C: -3.2002 -6.8708 1.7503
C: -3.1153 -7.1441 0.3913
C: -3.8484 -8.1762 -0.1677
C: -4.6860 -8.9433 0.6249
C: -4.7939 -8.6714 1.9769
C: -4.0548 -7.6420 2.5328
C: -0.3674 -5.9824 2.3603
C: 0.6135 -5.1647 2.9127
C: 1.9541 -5.4098 2.6827
C: 2.3333 -6.4962 1.9128
C: 1.3669 -7.3377 1.3896
C: 0.0253 -7.0809 1.6105
P: -1.5063 -1.4907 0.2478
C: -3.0904 -1.6063 -0.6494
C: -4.2754 -1.9620 -0.0136
C: -5.4587 -2.0417 -0.7232
C: -5.4821 -1.7259 -2.0704
C: -4.3208 -1.2987 -2.6988
C: -3.1335 -1.2301 -1.9910
C: -0.3748 -2.5339 -0.7467
C: -0.6913 -3.2377 -1.8991
C: 0.2599 -4.0414 -2.5021
C: 1.5221 -4.1747 -1.9531
C: 1.8394 -3.4881 -0.7931
C: 0.9013 -2.6640 -0.2058
H: -0.7603 -2.8591 2.0578
H: -2.4352 -2.3726 2.3317
H: -1.5102 -4.5232 0.3433
H: -3.1955 -4.1083 0.6781
H: -2.4707 -6.5466 -0.2419
H: -3.7650 -8.3836 -1.2257
H: -5.2561 -9.7503 0.1860
H: -5.4540 -9.2607 2.5983
H: -4.1374 -7.4198 3.5920
H: 0.3105 -4.3306 3.5383
H: 2.7066 -4.7630 3.1133
H: 3.3799 -6.6931 1.7313
H: 1.6605 -8.2003 0.8073
H: -0.7238 -7.7459 1.1976
H: -4.2796 -2.1679 1.0445
H: -6.3623 -2.3651 -0.2266
H: -6.4086 -1.7942 -2.6234
H: -4.3415 -1.0264 -3.7441
H: -2.2268 -0.8876 -2.4755
H: -1.6790 -3.1685 -2.3312
H: 0.0104 -4.5663 -3.4140
H: 2.2574 -4.8065 -2.4302
H: 2.8225 -3.5959 -0.3561
H: 1.1468 -2.1106 0.6899
C: 6.6902 -0.9985 0.4659
C: 5.5669 -0.5253 -0.4509
C: 4.4623 0.1161 0.3182
N: 2.4746 1.2479 0.3455
H: 7.4923 -1.4517 -0.1132
H: 6.3185 -1.7400 1.1688
H: 7.0920 -0.1628 1.0318
H: 5.1832 -1.3745 -1.0371
H: 5.9585 0.1966 -1.1691

Kohn-Sham gap (alpha / beta) = 0.224 / 0.260 Ha
spin multiplicity = 1
molar mass = 1206.74 u
highest occupied orbital energy (alpha / beta) = -6.41 / -6.79 eV
LUMO (alpha / beta) = -0.327 / 0.273 eV
ΔE to the lowest compared entry with this formula, charge and spin = 146.63 kcal/mol
DFT total energy = -187532.6805 eV

---

3.
Below is a structure of composition C56H78As3BBaF4NO9P at a distorted geometry, with properties calculated with ωB97M-V/def2-TZVPD.

CARTESIAN COORDINATES (ANGSTROEM)
Ba: -0.2687 0.2549 1.0495
C: 0.1536 -4.8586 0.9249
O: -0.8712 -5.8318 1.0495
C: -2.0822 -5.6473 0.4839
O: -2.9486 -6.4536 0.6749
C: -2.3426 -4.3956 -0.3168
C: -2.8984 -4.5229 -1.5247
As: -4.0178 -3.2315 -2.6441
C: -5.6253 -3.6447 -1.6126
C: -3.0499 -1.8759 -1.5776
C: -3.3349 -1.7649 -0.2624
As: -1.9536 -2.7089 0.7044
C: -2.7704 -3.2974 2.3808
C: -4.7021 -1.3767 0.1958
O: -5.5048 -0.8416 -0.5345
O: -4.8279 -1.5055 1.5205
C: -6.0178 -0.9276 2.0680
C: -1.6781 -1.7658 -2.1809
O: -1.2584 -2.5142 -3.0457
O: -1.0405 -0.6306 -1.7952
C: -0.0381 -0.1403 -2.7093
C: -3.0814 -5.8644 -2.1829
O: -4.1800 -6.2832 -2.4331
O: -2.0007 -6.5625 -2.5674
C: -0.7005 -5.9866 -2.5708
H: 1.0917 -5.3910 1.0853
H: 0.0496 -4.0839 1.6943
H: 0.1599 -4.3986 -0.0688
H: -5.9438 -4.6041 -2.0169
H: -6.3754 -2.8784 -1.7899
H: -5.4372 -3.7593 -0.5478
H: -3.7135 -3.8027 2.1914
H: -2.9113 -2.4425 3.0303
H: -2.0641 -3.9886 2.8451
H: -5.9638 -1.1268 3.1347
H: -6.8951 -1.3993 1.6228
H: -6.0230 0.1463 1.8747
H: 0.5426 0.5916 -2.1451
H: -0.5512 0.3586 -3.5352
H: 0.5884 -0.9540 -3.0722
H: -0.1628 -6.4971 -3.3671
H: -0.2074 -6.1849 -1.6196
H: -0.7322 -4.9134 -2.7748
C: -2.4603 1.8298 -6.3502
C: -2.1841 2.1431 -4.9110
C: -3.0890 1.8152 -3.9154
C: -2.8579 2.1106 -2.5744
C: -3.9310 1.7998 -1.5781
C: -1.6652 2.7285 -2.2073
As: -1.0043 2.8957 -0.3577
N: -2.0396 2.0016 0.8425
C: -3.1664 2.4888 1.4690
C: -3.8754 3.6440 1.1246
C: -4.9950 4.0396 1.8348
C: -5.4574 3.3030 2.9140
C: -4.7706 2.1459 3.2646
C: -3.6572 1.7450 2.5574
C: -1.0490 4.8110 0.1173
C: -0.2489 5.1154 1.2309
C: 0.4495 4.0553 2.0382
C: -0.0948 6.4382 1.6353
C: -0.7192 7.4805 0.9698
C: -0.5561 8.9038 1.4173
C: -1.5295 7.1641 -0.1066
C: -1.7195 5.8574 -0.5451
C: -2.6767 5.6761 -1.6893
C: -0.7332 3.0669 -3.1998
C: 0.5941 3.7098 -2.8929
C: -1.0106 2.7835 -4.5308
H: -3.4064 1.3052 -6.4639
H: -1.6758 1.2043 -6.7763
H: -2.5081 2.7411 -6.9467
H: -4.0204 1.3320 -4.1837
H: -4.7124 1.1888 -2.0237
H: -4.3900 2.7191 -1.2039
H: -3.5332 1.2871 -0.7038
H: -3.5492 4.2480 0.2850
H: -5.5108 4.9415 1.5344
H: -6.3277 3.6204 3.4693
H: -5.1014 1.5516 4.1054
H: -3.1370 0.8477 2.8519
H: 1.2563 3.5778 1.4682
H: -0.2445 3.2760 2.3620
H: 0.8860 4.4973 2.9307
H: 0.5213 6.6516 2.4991
H: 0.1515 8.9780 2.2405
H: -1.5067 9.3195 1.7544
H: -0.1954 9.5341 0.6039
H: -2.0542 7.9605 -0.6218
H: -3.3145 6.5557 -1.7638
H: -3.3148 4.8037 -1.5659
H: -2.1624 5.5539 -2.6405
H: 0.5579 4.4124 -2.0588
H: 0.9475 4.2567 -3.7649
H: 1.3474 2.9569 -2.6468
H: -0.2890 3.0667 -5.2859
F: 0.3685 -0.8585 4.8417
B: -0.2529 -0.5587 3.6887
F: -1.6233 -0.6805 3.7000
F: 0.0678 0.7748 3.2495
F: 0.2350 -1.4213 2.6319
O: 2.2776 -0.1720 0.6918
P: 3.3539 -1.2281 0.7988
C: 3.6451 -1.6914 2.5466
C: 4.9497 -2.4761 2.8481
C: 5.7743 -1.8428 3.9669
C: 4.9665 -1.6075 5.2396
C: 3.5601 -1.0656 4.9440
C: 3.4478 -0.5216 3.5241
C: 2.6981 -2.7873 0.0599
C: 3.6668 -3.9690 -0.0576
C: 4.4185 -3.9954 -1.3832
C: 3.4303 -4.0420 -2.5414
C: 2.5277 -2.8168 -2.5324
C: 1.8279 -2.6326 -1.1898
C: 4.9090 -0.6475 0.0362
C: 5.5985 0.4326 0.8880
C: 5.0104 1.8052 0.5980
C: 5.3644 2.2410 -0.8288
C: 5.5720 1.0345 -1.7459
C: 4.6347 -0.1106 -1.3853
H: 2.7914 -2.3523 2.7472
H: 5.5791 -2.5709 1.9605
H: 4.6866 -3.4972 3.1378
H: 6.1903 -0.8961 3.6184
H: 6.6343 -2.4815 4.1808
H: 5.5129 -0.9105 5.8749
H: 4.8919 -2.5378 5.8046
H: 3.2822 -0.2977 5.6631
H: 2.8169 -1.8556 5.0551
H: 4.1790 0.2721 3.3640
H: 2.4712 -0.0716 3.3646
H: 1.9868 -3.0166 0.8711
H: 3.0726 -4.8886 -0.0037
H: 4.3509 -4.0060 0.7888
H: 5.0835 -4.8615 -1.4085
H: 5.0545 -3.1122 -1.4823
H: 2.8194 -4.9448 -2.4402
H: 3.9493 -4.1229 -3.4974
H: 1.7687 -2.9068 -3.3125
H: 3.1143 -1.9318 -2.7768
H: 1.0325 -3.3861 -1.1271
H: 1.3252 -1.6680 -1.1491
H: 5.5714 -1.5164 -0.0266
H: 6.6641 0.4308 0.6446
H: 5.5377 0.1897 1.9445
H: 5.3746 2.5374 1.3198
H: 3.9258 1.7531 0.7228
H: 6.2768 2.8409 -0.8191
H: 4.5766 2.8827 -1.2246
H: 6.6047 0.6850 -1.6784
H: 5.4175 1.3186 -2.7880
H: 4.7481 -0.9188 -2.1083
H: 3.6035 0.2437 -1.4563

Kohn-Sham gap = 0.201 Ha
spin multiplicity = 1
molar mass = 1389.11 u
highest occupied orbital energy = -6.74 eV
LUMO = -1.274 eV
ΔE to the lowest compared entry with this formula, charge and spin = 33.74 kcal/mol
DFT total energy = -283308.1231 eV